C15H15NO3 in the gas phase. Source: the Open Molecules 2025 dataset; level of theory: ωB97M-V/def2-TZVPD.

Atoms and positions in Å:
C1 -0.701 1.948 -5.470
O1 0.571 2.184 -4.726
C2 0.730 1.703 -3.622
C3 -0.199 0.715 -3.061
C4 0.204 0.490 -1.762
C5 1.330 0.998 -1.164
C6 1.968 0.303 0.184
N1 0.623 0.494 1.123
C7 0.135 -0.217 2.048
C8 0.542 -1.665 2.190
C9 -0.252 -2.252 3.049
C10 -1.568 -1.954 3.653
C11 -2.110 -2.616 4.538
O2 -3.131 -2.436 5.140
O3 -1.637 -3.859 4.760
C12 -1.905 -0.580 3.384
C13 -1.038 0.085 2.688
C14 2.364 1.607 -1.851
C15 2.027 2.102 -3.121
H1 -0.755 0.743 -5.595
H2 -0.619 2.426 -6.453
H3 -1.655 2.183 -5.059
H4 -0.983 0.453 -3.475
H5 -0.262 -0.277 -1.147
H6 2.713 0.930 0.572
H7 1.912 -0.707 0.285
H8 0.479 1.510 1.161
H9 1.271 -1.945 1.769
H10 0.153 -3.432 3.349
H11 -1.996 -4.741 5.294
H12 -2.728 -0.392 3.788
H13 -1.462 1.300 2.426
H14 3.425 2.097 -1.314
H15 2.554 2.801 -3.579

Force components x, y, z for each atom (eV/Å):
2.0 -3.7 -1.0
-4.1 3.9 -8.8
1.4 -3.7 5.4
10.3 5.5 4.5
-0.8 -1.8 0.8
4.3 -2.8 2.5
-7.4 3.3 -0.2
4.3 5.0 -3.2
-0.4 -6.4 0.9
-10.0 9.2 4.8
-1.3 -8.0 3.4
9.7 9.0 -10.4
-7.2 -9.7 9.1
-2.6 2.8 1.2
2.9 -5.7 0.7
5.1 -6.8 -0.6
-1.5 8.9 -2.2
1.7 4.0 -0.4
-3.4 -4.3 4.1
0.2 2.8 -0.1
0.3 -0.2 0.5
-0.3 0.8 1.3
-7.4 -2.7 -3.8
-0.6 0.3 -0.1
1.3 0.2 0.6
1.5 -2.9 -0.7
-0.6 -0.7 0.0
10.1 -4.5 -5.4
-1.4 3.4 -0.9
0.4 4.8 -1.8
-7.0 3.0 3.0
1.5 -3.4 0.7
-3.3 -2.0 -1.5
2.2 2.7 -2.4

charge: 0
molar mass: 257.289 Da
E: -860.66026 hartree
HOMO level: -0.2794 Eh
structure (SMILES): COc1ccc(CNc2ccc(C(=O)O)cc2)cc1
ΔE to the lowest compared entry with this formula, charge and spin: 1187.3 kJ/mol

Here are the natural (NBO) charges for atoms 1 to 2, given in e:
1. C -0.2784
2. O -0.4570